Molecular formula: C18H25NO7
Method: DFT, ωB97M-V/def2-TZVPD

Results
LUMO energy in eV: -0.918
Maximum force in Eh/bohr: 0.0448
Energy relative to the best compared isomer or geometry (same formula, charge and spin) in kJ/mol: 86.22

```
! RIJCOSX wB97M-V def2-TZVPD def2/J DEFGRID3
* xyz 0 1
C -5.480 -1.516 1.285
O -5.175 -0.186 1.764
C -3.899 0.262 1.648
C -3.613 1.506 2.263
C -2.306 1.882 2.458
C -1.228 1.032 2.083
C 0.138 1.378 2.405
C 1.241 0.589 2.147
C 2.540 1.294 2.053
O 2.646 2.506 2.088
O 3.674 0.521 2.015
C 3.521 -0.887 1.733
C 3.208 -1.135 0.269
C 4.829 -1.542 2.187
O 2.484 -1.444 2.574
C 1.248 -0.830 2.543
O 0.291 -1.438 2.979
C -1.535 -0.133 1.343
C -2.844 -0.524 1.123
H -6.523 -1.647 1.558
H -5.368 -1.586 0.196
H -4.863 -2.281 1.775
H -4.447 2.110 2.613
H -2.082 2.863 2.889
H 0.354 2.433 2.596
H 2.307 -0.603 -0.053
H 4.063 -0.797 -0.326
H 3.075 -2.213 0.123
H 5.034 -1.265 3.228
H 4.736 -2.630 2.107
H 5.645 -1.185 1.550
H -0.739 -0.740 0.933
H -3.039 -1.472 0.623
O -1.403 2.058 7.387
C -1.494 2.292 5.988
C -0.156 1.913 5.388
N 0.188 0.601 5.803
C 1.564 0.220 5.752
C 1.744 -0.996 6.639
O 1.269 -0.619 7.927
H -2.201 2.409 7.808
H -2.270 1.650 5.546
H -1.687 3.355 5.790
H -0.272 1.867 4.306
H 0.621 2.665 5.625
H -0.238 0.366 6.704
H 1.823 -0.032 4.716
H 2.245 1.027 6.079
H 1.130 -1.812 6.238
H 2.810 -1.253 6.698
H 1.495 -1.319 8.554
*
```

Table of natural (NBO) atomic charges, one value per atom, all in e: C -0.259; O -0.485; C 0.373; C -0.290; C -0.144; C -0.093; C 0.021; C -0.419; C 0.786; O -0.577; O -0.517; C 0.532; C -0.666; C -0.627; O -0.526; C 0.769; O -0.570; C -0.092; C -0.333; H 0.207; H 0.184; H 0.190; H 0.232; H 0.218; H 0.245; H 0.225; H 0.230; H 0.231; H 0.235; H 0.225; H 0.223; H 0.222; H 0.227; O -0.728; C -0.072; C -0.202; N -0.656; C -0.218; C -0.070; O -0.734; H 0.472; H 0.167; H 0.164; H 0.176; H 0.165; H 0.402; H 0.179; H 0.165; H 0.175; H 0.165; H 0.471